--- A ---
Formula: C5H12
Source: the Open Molecules 2025 dataset
Level of theory: ωB97M-V/def2-TZVPD

Geometry (Å):
C 1.89 1.09 -2.00
C 1.54 -0.10 -2.51
H 1.89 1.91 -2.57
H 2.33 1.39 -1.07
H 1.53 0.06 -3.62
H 1.50 -0.95 -1.87
C -1.88 -1.25 1.06
C -0.43 -0.58 0.89
C -0.40 0.78 1.75
H -2.35 -1.10 2.03
H -1.85 -2.34 0.77
H -2.55 -0.76 0.34
H -0.41 -0.31 -0.12
H 0.49 -1.11 1.22
H -0.02 1.51 1.03
H -1.36 1.06 1.83
H 0.06 0.71 2.83

The SMILES is C=C.CCC. The calculation puts the orbital gap at 0.4120 hartree. The spin multiplicity is 1. As for the HOMO energy: -10.045 eV. For the LUMO energy, the calculation gives 1.2 eV.

--- B ---
Formula: C5H12
Source: the Open Molecules 2025 dataset
Level of theory: ωB97M-V/def2-TZVPD

Geometry (Å):
C 1.74 -2.10 0.55
C 2.15 -0.88 0.86
C 3.58 -0.50 1.34
H 1.01 -2.34 -0.22
H 2.24 -3.03 0.89
H 1.46 -0.04 0.71
H 3.67 -1.04 2.29
H 3.60 0.62 1.31
H 4.41 -0.97 0.83
C -2.53 0.71 -1.28
C -3.41 1.84 -0.77
H -2.70 0.59 -2.38
H -1.46 0.88 -1.06
H -2.72 -0.28 -0.87
H -3.32 2.76 -1.39
H -3.30 2.16 0.29
H -4.45 1.62 -1.11

The SMILES is C=CC.CC. The calculation puts the orbital gap at 0.3764 hartree. The spin multiplicity is 1. As for the HOMO energy: -9.186 eV. For the LUMO energy, the calculation gives 1.1 eV.

--- C ---
Formula: C5H12
Source: the Open Molecules 2025 dataset
Level of theory: ωB97M-V/def2-TZVPD

Geometry (Å):
C -0.52 1.45 -0.30
C -0.29 0.10 0.31
C 1.44 -0.44 -0.91
C 0.15 0.06 1.67
C -1.18 -1.02 -0.17
H -1.46 1.83 0.10
H -0.59 1.41 -1.39
H 0.27 2.15 -0.02
H 2.28 0.26 -0.83
H 0.99 -0.36 -1.91
H 1.79 -1.47 -0.76
H 0.97 -0.24 0.55
H 0.49 0.97 2.15
H -0.02 -0.84 2.26
H -0.84 -1.99 0.21
H -2.18 -0.83 0.25
H -1.25 -1.06 -1.26

The calculation puts the orbital gap at 0.2880 hartree. The spin multiplicity is 1. As for the HOMO energy: -6.900 eV. For the LUMO energy, the calculation gives 0.9 eV.

--- D ---
Formula: C5H12
Source: the Open Molecules 2025 dataset
Level of theory: ωB97M-V/def2-TZVPD

Geometry (Å):
C 0.27 1.04 1.77
C -0.53 0.66 0.51
C -0.06 -0.60 -0.16
C -1.04 -0.81 -1.33
C 1.30 -0.41 -0.77
H -0.14 1.94 2.27
H 1.36 1.25 1.48
H 0.28 0.17 2.50
H -1.53 0.37 0.92
H -0.70 1.55 -0.11
H 0.00 -1.43 0.61
H -0.81 -0.10 -2.20
H -2.15 -0.45 -1.09
H -1.20 -2.04 -1.67
H 1.57 -1.21 -1.46
H 1.27 0.55 -1.23
H 2.12 -0.46 -0.05

The SMILES is CCC(C)C. The calculation puts the orbital gap at 0.4436 hartree. The spin multiplicity is 1. As for the HOMO energy: -10.849 eV. For the LUMO energy, the calculation gives 1.2 eV.

Least stable = C

--- A ---
Formula: C5H12
Source: the Open Molecules 2025 dataset
Level of theory: ωB97M-V/def2-TZVPD

Geometry (Å):
C -1.99 -0.20 -0.71
C -0.94 -0.42 0.28
C 0.59 0.20 -0.16
C 0.92 1.53 0.44
C 1.62 -0.94 0.15
H -2.94 -0.65 -0.24
H -1.87 -0.75 -1.73
H -2.01 0.82 -0.99
H -1.26 -0.08 1.31
H -0.99 -1.54 0.33
H 0.36 0.48 -1.13
H 0.57 2.33 -0.23
H 1.95 1.41 0.67
H 0.35 1.53 1.36
H 1.18 -1.91 -0.27
H 1.84 -0.95 1.26
H 2.63 -0.87 -0.35

The SMILES is CCC(C)C. The calculation puts the orbital gap at 0.4131 hartree. The spin multiplicity is 1. As for the HOMO energy: -10.065 eV. For the LUMO energy, the calculation gives 1.2 eV.

--- B ---
Formula: C5H12
Source: the Open Molecules 2025 dataset
Level of theory: ωB97M-V/def2-TZVPD

Geometry (Å):
C -2.76 -2.81 0.57
C -2.68 -1.50 0.64
C -2.81 -0.65 1.86
H -2.94 -3.49 -0.35
H -2.84 -3.45 1.54
H -2.66 -0.62 0.04
H -3.38 0.27 1.79
H -3.53 -1.25 2.40
H -1.79 -0.45 2.38
C 3.96 1.63 -1.24
C 2.47 1.86 -1.55
H 4.34 0.63 -1.50
H 4.16 1.60 -0.07
H 4.67 2.36 -1.74
H 2.10 2.66 -2.30
H 1.89 0.93 -1.80
H 1.78 2.30 -0.65

The SMILES is C=CC.CC. The calculation puts the orbital gap at 0.3934 hartree. The spin multiplicity is 1. As for the HOMO energy: -9.738 eV. For the LUMO energy, the calculation gives 1.0 eV.

Least stable = B

--- A ---
Formula: C6H5N
Source: the Open Molecules 2025 dataset
Level of theory: ωB97M-V/def2-TZVPD

Geometry (Å):
C 2.16 1.60 -0.27
C 1.57 0.59 -0.56
C 0.82 -0.60 -0.88
N 0.60 -1.66 0.15
C -0.42 -0.75 -0.15
C -1.25 0.01 0.51
C -2.51 0.26 0.73
H 2.70 2.48 -0.02
H 0.94 -1.00 -1.89
H 1.01 -1.40 1.05
H -2.70 -0.56 -0.01
H -2.95 1.01 1.39

The SMILES is C#C[C@H]1NC1=C=C. The calculation puts the orbital gap at 0.3364 hartree. The spin multiplicity is 1. As for the HOMO energy: -8.572 eV. For the LUMO energy, the calculation gives 0.6 eV.

--- B ---
Formula: C6H5N
Source: the Open Molecules 2025 dataset
Level of theory: ωB97M-V/def2-TZVPD

Geometry (Å):
C -0.12 0.94 0.18
C -1.42 1.18 0.24
C 0.29 -0.44 0.20
C -2.43 0.23 0.03
C -0.06 -1.68 0.32
C 1.78 -0.91 -0.26
N -3.37 -0.45 -0.07
H 0.50 1.81 0.13
H -1.66 2.19 -0.07
H 2.07 -0.68 -1.17
H 2.22 -0.28 0.49
H 2.19 -1.90 0.00

The calculation puts the orbital gap at 0.3396 hartree. The spin multiplicity is 1. As for the HOMO energy: -9.653 eV. For the LUMO energy, the calculation gives -0.4 eV.

Least stable = A

--- A ---
Formula: C6H5N
Source: the Open Molecules 2025 dataset
Level of theory: ωB97M-V/def2-TZVPD

Geometry (Å):
C -1.95 1.07 -0.97
C -0.90 1.21 -0.24
C 0.37 1.02 0.47
N 0.47 0.08 1.59
C 1.08 -0.29 0.30
C 0.51 -1.33 -0.53
C 0.04 -2.21 -1.20
H -1.91 2.12 -0.11
H 0.98 1.91 0.59
H -0.42 -0.42 1.68
H 2.17 -0.25 0.31
H -0.38 -2.99 -1.81

The calculation puts the orbital gap at 0.3920 hartree. The spin multiplicity is 1. As for the HOMO energy: -9.827 eV. For the LUMO energy, the calculation gives 0.8 eV.

--- B ---
Formula: C6H5N
Source: the Open Molecules 2025 dataset
Level of theory: ωB97M-V/def2-TZVPD

Geometry (Å):
C 1.37 1.80 -0.56
C 0.65 0.84 -0.48
C 1.57 -1.81 -0.29
N 0.43 -1.42 0.22
C -0.31 -0.27 -0.34
C -1.42 0.16 0.51
C -2.31 0.58 1.21
H 1.97 2.67 -0.62
H 1.63 -1.32 -1.29
H 0.20 -1.64 1.18
H -0.69 -0.56 -1.33
H -3.10 0.97 1.81

The calculation puts the orbital gap at 0.3433 hartree. The spin multiplicity is 1. As for the HOMO energy: -8.501 eV. For the LUMO energy, the calculation gives 0.8 eV.

Least stable = A

--- A ---
Formula: C14H20N2O4S
Source: the Open Molecules 2025 dataset
Level of theory: ωB97M-V/def2-TZVPD

Geometry (Å):
C -5.94 -1.70 -0.68
C -4.72 -0.92 -0.27
C -4.30 0.17 -1.03
C -3.17 0.88 -0.68
C -2.46 0.50 0.44
S -1.00 1.45 0.87
O -1.32 2.85 0.84
O -0.44 0.91 2.08
N -0.03 1.13 -0.47
C 0.88 2.19 -0.84
C 2.10 2.33 0.08
C 3.21 1.35 -0.27
O 4.29 1.74 -0.68
N 2.93 0.03 -0.13
C 3.95 -0.93 -0.48
C 4.80 -1.34 0.72
O 5.58 -2.45 0.34
C 1.69 -0.46 0.43
C 0.48 -0.22 -0.50
C -2.85 -0.57 1.21
C -3.98 -1.29 0.85
H -5.74 -2.26 -1.58
H -6.76 -1.02 -0.88
H -6.24 -2.39 0.11
H -4.87 0.46 -1.90
H -2.84 1.74 -1.25
H 0.29 3.11 -0.78
H 1.20 2.03 -1.87
H 1.78 2.20 1.12
H 2.52 3.33 -0.03
H 3.48 -1.82 -0.91
H 4.60 -0.47 -1.23
H 4.14 -1.60 1.57
H 5.43 -0.49 1.02
H 6.23 -2.62 1.02
H 1.80 -1.54 0.57
H 1.47 -0.01 1.40
H -0.34 -0.87 -0.20
H 0.76 -0.45 -1.53
H -2.27 -0.83 2.08
H -4.29 -2.13 1.45

The SMILES is Cc1ccc(S(=O)(=O)N2CCC(=O)N(CCO)CC2)cc1. The calculation puts the orbital gap at 0.3520 hartree. The spin multiplicity is 1. As for the HOMO energy: -9.050 eV. For the LUMO energy, the calculation gives 0.5 eV.

--- B ---
Formula: C14H20N2O4S
Source: the Open Molecules 2025 dataset
Level of theory: ωB97M-V/def2-TZVPD

Geometry (Å):
C 5.85 -0.43 -0.14
S 5.36 0.66 -1.58
C 3.76 -0.08 -2.10
C 2.53 0.58 -1.41
C 2.46 0.27 0.05
N 2.78 -1.19 0.28
C 1.29 0.89 0.76
O 1.24 1.79 1.60
N 0.06 0.16 0.57
C -0.40 -0.70 -0.33
C -1.73 -1.35 0.35
C -2.83 -0.60 0.74
C -3.72 -0.15 -0.34
C -4.88 0.63 -0.04
C -5.12 0.84 1.39
O -6.40 1.45 1.44
C -4.35 0.51 2.43
C -3.14 -0.15 2.06
C -0.91 0.13 -1.51
O -1.43 -0.31 -2.55
O -0.50 1.43 -1.26
H 6.34 -1.56 -0.44
H 4.93 -0.58 0.46
H 6.63 -0.01 0.64
H 3.64 -1.19 -1.69
H 3.75 0.21 -3.15
H 1.52 0.20 -1.88
H 2.57 1.62 -1.88
H 3.24 0.75 0.44
H 3.41 -1.49 1.23
H 1.76 -1.66 0.26
H -0.60 0.56 1.22
H 0.20 -1.66 -0.63
H -1.27 -2.20 0.88
H -2.26 -1.82 -0.46
H -3.34 -0.57 -1.29
H -5.24 1.24 -0.90
H -6.80 1.24 2.39
H -4.94 0.59 3.42
H -2.27 -0.19 2.84
H -1.19 2.12 -1.88

The SMILES is CSCC[C@H](N)C(=O)N[C@@H](Cc1ccc(O)cc1)C(=O)O. The calculation puts the orbital gap at 0.3239 hartree. The spin multiplicity is 1. As for the HOMO energy: -8.505 eV. For the LUMO energy, the calculation gives 0.3 eV.

Least stable = B

--- A ---
Formula: C27H83N5O12
Source: the Open Molecules 2025 dataset
Level of theory: ωB97M-V/def2-TZVPD

Geometry (Å):
C -6.05 4.73 3.16
O -4.93 4.49 2.31
C -4.03 3.56 2.88
C -2.85 3.19 1.92
C -3.30 2.58 0.57
N -1.91 2.34 2.60
H -6.76 5.45 2.75
H -5.67 5.16 4.10
H -6.60 3.84 3.45
H -3.63 4.02 3.78
H -4.55 2.63 3.13
H -2.37 4.14 1.69
H -2.49 2.50 -0.15
H -4.05 3.20 0.07
H -3.71 1.63 0.92
H -2.36 1.53 3.01
H -1.33 1.91 1.89
C 4.61 2.56 2.06
O 3.81 2.82 0.86
C 2.43 3.03 1.21
C 1.78 3.67 -0.04
C 0.36 4.23 0.32
N 1.69 2.73 -1.14
H 4.57 3.30 2.86
H 5.67 2.49 1.83
H 4.34 1.63 2.56
H 1.88 2.12 1.41
H 2.34 3.71 2.06
H 2.39 4.47 -0.45
H -0.20 3.56 0.97
H -0.19 4.54 -0.57
H 0.54 5.18 0.83
H 2.59 2.27 -1.14
H 1.00 2.07 -0.83
C 4.65 -2.78 2.86
O 4.13 -2.33 1.62
C 4.94 -1.26 1.10
C 4.50 -0.90 -0.31
C 5.46 0.08 -0.97
N 3.22 -0.26 -0.39
H 5.74 -2.82 2.90
H 4.18 -3.75 3.02
H 4.40 -2.18 3.73
H 4.93 -0.37 1.73
H 5.93 -1.72 1.00
H 4.47 -1.84 -0.86
H 5.26 0.25 -2.03
H 6.47 -0.35 -1.02
H 5.43 1.01 -0.41
H 2.58 -0.83 0.16
H 3.33 0.62 0.09
C -6.25 -5.31 -2.15
O -5.06 -4.72 -2.55
C -3.92 -5.10 -1.80
C -2.80 -4.05 -1.95
C -3.34 -2.61 -1.66
N -2.20 -4.10 -3.29
H -6.59 -5.14 -1.13
H -6.20 -6.40 -2.21
H -7.06 -5.08 -2.84
H -4.20 -5.12 -0.75
H -3.52 -6.09 -2.03
H -1.96 -4.22 -1.28
H -3.72 -2.48 -0.65
H -4.18 -2.37 -2.31
H -2.55 -1.89 -1.87
H -1.79 -3.20 -3.53
H -3.00 -4.15 -3.91
C 2.04 1.52 5.63
O 1.52 0.31 5.08
C 1.89 0.11 3.74
C 0.98 -1.07 3.27
C 1.09 -2.34 4.14
N 1.22 -1.44 1.89
H 1.82 2.50 5.20
H 3.13 1.53 5.64
H 1.64 1.83 6.59
H 1.66 1.02 3.19
H 2.94 -0.04 3.47
H -0.04 -0.68 3.33
H 2.10 -2.73 4.26
H 0.51 -3.20 3.82
H 0.82 -2.04 5.15
H 2.13 -1.89 1.87
H 0.68 -2.25 1.64
C -0.67 -0.25 -4.49
O -0.39 -1.35 -3.63
H -1.71 -0.19 -4.80
H -0.41 0.72 -4.07
H -0.08 -0.35 -5.40
H 0.51 -1.25 -3.32
C -1.06 3.57 -4.19
O -0.02 3.67 -5.16
H -1.41 4.54 -3.86
H -1.83 3.01 -4.72
H -0.65 3.00 -3.36
H 0.83 3.90 -4.76
C 2.60 0.67 -3.86
O 2.20 -0.39 -3.00
H 2.46 0.44 -4.91
H 1.98 1.53 -3.60
H 3.64 0.86 -3.61
H 2.46 -0.20 -2.09
C -3.52 1.09 -2.84
O -4.19 2.29 -3.14
H -3.36 0.83 -1.79
H -3.94 0.19 -3.28
H -2.59 1.25 -3.38
H -4.27 2.35 -4.10
C -0.51 0.18 -0.65
O -0.30 0.57 0.66
H 0.36 -0.30 -1.09
H -1.18 -0.68 -0.67
H -0.90 1.05 -1.18
H 0.22 -0.12 1.08
C -1.64 -3.37 1.66
O -0.35 -3.91 1.24
H -2.18 -3.93 2.43
H -1.52 -2.33 1.97
H -2.30 -3.27 0.80
H -0.47 -4.79 0.87
C 2.12 -3.53 -1.57
O 2.98 -3.20 -2.60
H 2.53 -3.27 -0.59
H 1.12 -3.13 -1.73
H 2.02 -4.61 -1.63
H 3.02 -2.25 -2.75

The SMILES is COC[C@H](C)N.COC[C@H](C)N.COC[C@H](C)N.COC[C@H](C)N.COC[C@H](C)N.CO.CO.CO.CO.CO.CO.CO. The calculation puts the orbital gap at 0.3472 hartree. The spin multiplicity is 1. As for the HOMO energy: -8.970 eV. For the LUMO energy, the calculation gives 0.5 eV.

--- B ---
Formula: C27H83N5O12
Source: the Open Molecules 2025 dataset
Level of theory: ωB97M-V/def2-TZVPD

Geometry (Å):
C -2.91 -2.75 4.37
O -4.17 -3.18 4.20
C -4.67 -3.06 2.92
C -4.69 -1.57 2.35
C -5.82 -0.80 3.16
N -5.22 -1.64 1.01
H -2.56 -2.90 5.36
H -2.70 -1.59 4.35
H -2.05 -3.29 3.73
H -4.19 -3.79 2.38
H -5.67 -3.63 2.86
H -3.83 -1.07 2.37
H -6.65 -1.35 3.12
H -5.99 0.19 2.88
H -5.69 -0.68 4.22
H -5.86 -2.45 0.99
H -5.72 -0.72 0.66
C -3.47 0.27 -3.95
O -2.32 -0.51 -4.29
C -2.23 -0.74 -5.65
C -0.99 -1.57 -5.86
C 0.34 -0.77 -5.69
N -1.04 -2.17 -7.19
H -4.35 -0.33 -4.17
H -3.28 1.21 -4.39
H -3.60 0.48 -2.82
H -3.26 -1.14 -6.29
H -2.11 0.27 -6.24
H -0.67 -2.34 -5.07
H 1.23 -1.49 -5.67
H 0.13 -0.35 -4.72
H 0.49 -0.13 -6.38
H -1.89 -2.81 -7.16
H -0.25 -2.72 -7.07
C 1.32 6.27 -0.47
O 0.83 5.27 0.45
C -0.52 5.03 0.46
C -0.91 3.77 1.18
C -0.23 2.59 0.52
N -2.39 3.59 1.16
H 2.34 6.49 -0.36
H 0.76 7.28 -0.18
H 1.41 5.94 -1.49
H -1.10 5.99 0.85
H -0.78 4.92 -0.54
H -0.61 3.81 2.31
H -0.27 2.61 -0.64
H -0.73 1.63 0.98
H 0.75 2.28 0.88
H -2.80 4.40 1.48
H -2.87 2.97 1.87
C 3.22 3.58 -2.70
O 2.28 4.07 -3.64
C 0.99 3.56 -3.62
C 0.19 4.17 -4.71
C 0.02 5.65 -4.43
N -1.08 3.39 -4.75
H 2.97 3.95 -1.70
H 4.29 4.06 -2.73
H 3.31 2.67 -2.60
H 1.16 2.46 -3.80
H 0.52 3.77 -2.58
H 0.96 4.01 -5.59
H 0.96 5.94 -4.51
H -0.47 5.82 -3.42
H -0.72 6.02 -5.12
H -1.35 3.27 -3.78
H -0.83 2.43 -5.07
C 1.28 -0.26 -1.60
O 1.76 -0.84 -0.43
C 0.84 -1.13 0.61
C 1.59 -1.60 1.85
C 2.16 -2.96 1.46
N 0.64 -1.60 2.95
H 2.25 0.20 -2.10
H 0.53 0.62 -1.55
H 0.89 -1.05 -2.30
H 0.19 -0.04 0.88
H 0.22 -1.98 0.34
H 2.48 -0.88 2.06
H 1.54 -3.70 1.04
H 2.51 -3.46 2.34
H 3.09 -3.03 0.96
H 0.30 -0.67 2.92
H -0.07 -2.08 2.52
C -2.29 -2.36 -1.01
O -3.71 -2.70 -1.08
H -1.98 -2.22 0.14
H -2.13 -1.21 -1.25
H -1.61 -3.06 -1.34
H -4.06 -2.12 -0.49
C -2.64 1.35 3.39
O -3.73 2.02 2.94
H -1.90 1.93 4.02
H -2.17 0.83 2.66
H -2.98 0.36 4.07
H -4.32 2.44 3.63
C 1.49 -6.94 1.78
O 2.87 -7.33 1.82
H 1.15 -6.55 0.79
H 1.40 -6.41 2.82
H 0.82 -7.74 1.93
H 2.85 -8.01 1.05
C 5.39 -4.71 1.60
O 5.44 -4.54 3.05
H 4.61 -5.42 1.35
H 6.46 -4.91 1.24
H 5.26 -3.78 1.21
H 4.80 -5.11 3.42
C 5.11 0.39 -1.11
O 4.76 -0.74 -0.36
H 4.44 1.16 -0.89
H 4.92 0.32 -2.18
H 6.02 0.79 -0.62
H 3.86 -0.84 -0.26
C 1.65 2.32 4.60
O 1.79 1.44 3.53
H 2.53 2.32 5.33
H 0.55 2.10 5.18
H 1.40 3.31 4.29
H 2.17 0.58 3.80
C 3.94 -1.45 4.76
O 4.20 -0.22 4.07
H 4.70 -2.06 4.42
H 2.99 -1.77 4.51
H 3.94 -1.04 5.82
H 4.84 -0.50 3.43

The SMILES is COC[C@H](C)N.COC[C@H](C)N.COC[C@H](C)N.COC[C@H](C)N.COC[C@H](C)N.CO.CO.CO.CO.CO.CO.CO. The calculation puts the orbital gap at 0.3390 hartree. The spin multiplicity is 1. As for the HOMO energy: -8.937 eV. For the LUMO energy, the calculation gives 0.3 eV.

Least stable = B